[1]
Here is a 2-piece molecular cluster, C45H43F5N3O overall at a distorted geometry from the Open Molecules 2025 dataset. Energies are from ωB97M-V/def2-TZVPD.

ORCA input file:
```
! wB97M-V def2-TZVPD RIJCOSX def2/J DEFGRID3
* xyz 1 1
C -2.04627 -4.49441 -1.76660
N -1.23066 -3.56107 -2.52549
C -0.25805 -4.02823 -3.37950
O 0.14659 -5.16977 -3.50861
C 0.28588 -2.78925 -4.09768
C -0.53836 -2.59317 -5.38727
C -0.79056 -3.87699 -6.11952
C -2.04907 -4.47294 -6.13844
F -3.07024 -3.87733 -5.46356
C -2.28366 -5.70478 -6.73915
F -3.51733 -6.24000 -6.72122
C -1.23027 -6.39011 -7.33774
F -1.45664 -7.57453 -7.92767
C 0.04047 -5.81266 -7.36194
F 1.05807 -6.46452 -7.95881
C 0.24239 -4.57391 -6.75062
F 1.49706 -4.05033 -6.70961
N 0.08723 -1.77858 -3.04476
C 0.94919 -0.76162 -2.85259
C 0.53992 0.43407 -2.25321
C 1.29375 1.40924 -1.54414
C 1.24629 2.83730 -1.92577
C 2.14202 3.32874 -2.90515
C 1.90632 4.56167 -3.50490
C 0.81654 5.35860 -3.08811
C 0.00095 4.92798 -2.04450
C 0.21330 3.68112 -1.47367
C -0.93749 -2.20755 -2.04977
C -2.24329 -1.38073 -2.07919
C -0.34203 -2.27704 -0.63807
H -2.53320 -5.19982 -2.46258
H -1.44367 -5.03910 -1.01331
H -2.83684 -3.94735 -1.23165
H 1.35423 -2.87215 -4.33783
H -1.49403 -2.14120 -5.10579
H 0.01358 -1.91295 -6.05228
H 1.92258 -0.79944 -3.37459
H -0.51747 0.68261 -2.48400
H 2.08406 1.05973 -0.87405
H 2.98711 2.68871 -3.18497
H 2.57452 4.89885 -4.29490
H 0.61618 6.32049 -3.57319
H -0.81499 5.54935 -1.67071
H -0.42816 3.32828 -0.67406
H -3.03051 -1.97593 -2.56046
H -2.53948 -1.16494 -1.04602
H -2.16574 -0.42626 -2.61253
H 0.50675 -2.97591 -0.61872
H 0.01469 -1.29409 -0.32398
H -1.11981 -2.60344 0.05861
C 1.98067 -1.92536 5.82039
C 1.42214 -2.06992 4.55220
C 0.91055 -0.96762 3.84732
C 0.96998 0.30837 4.41394
C 0.31638 1.56965 3.81019
C -0.74629 1.17052 2.77321
C -2.13519 1.36666 2.89698
C -2.97927 1.31022 1.77759
C -2.44724 1.10256 0.50172
C -1.07083 0.94136 0.39537
C -0.27363 0.74986 1.52568
C -0.53212 2.28945 4.86823
C -1.22374 1.52572 5.81803
C -2.10129 2.14172 6.72313
C -2.32313 3.51899 6.61424
C -1.76348 4.24707 5.56199
C -0.88811 3.62582 4.67335
C 1.47148 2.51445 3.20123
C 2.97089 2.23781 3.55738
C 3.80269 2.62786 2.31739
C 2.81252 3.08110 1.26625
N 1.51144 2.59773 1.74944
C 1.61559 0.44637 5.65324
C 2.13393 -0.64113 6.34980
H 2.34518 -2.79007 6.37397
H 1.38093 -3.05296 4.08142
H 0.44780 -1.13268 2.87122
H -2.60322 1.58415 3.86856
H -4.05109 1.43942 1.91106
H -3.06522 1.06412 -0.39858
H -0.59586 1.06146 -0.56328
H 0.75957 0.40800 1.44970
H -1.11626 0.43401 5.83853
H -2.58731 1.54214 7.49784
H -2.94593 4.02818 7.34735
H -2.00015 5.29822 5.40437
H -0.50853 4.16278 3.79524
H 1.31350 3.52312 3.65820
H 3.22727 2.83366 4.44367
H 3.15207 1.19375 3.81563
H 4.51160 3.43001 2.57082
H 4.35758 1.75369 1.95185
H 2.86296 4.18173 1.16290
H 3.02786 2.65209 0.27730
H 0.70765 3.02711 1.30385
H 1.69601 1.43859 6.09760
H 2.62783 -0.48440 7.30670
*
```

## Properties
- HOMO (eV) = -10.450

Results of the Löwdin charge analysis, in e, for atoms 1 through 8: C -0.0056; N -0.0430; C -0.3966; O 0.1328; C -0.1309; C -0.0335; C -0.0946; C -0.1324

---

[2]
Here is the molecule C5H10O from the Open Molecules 2025 dataset. Energies are from ωB97M-V/def2-TZVPD.

ORCA input file:
```
! wB97M-V def2-TZVPD RIJCOSX def2/J DEFGRID3
* xyz 0 1
C 1.91836 1.13574 0.73587
C 0.92786 0.65682 -0.31168
C -1.29930 -0.81380 -1.13062
C -1.72016 -2.11447 -0.51861
C -0.48653 1.01724 0.14188
O -1.44655 -0.00026 -0.10830
H 1.75782 0.58595 1.67081
H 1.77274 2.20021 0.94154
H 2.94878 0.97182 0.41367
H 1.04354 -0.42826 -0.44045
H 1.14218 1.08436 -1.29464
H -2.39272 -2.72800 -1.10375
H -0.74531 -2.62869 -0.50578
H -2.04784 -1.95998 0.51743
H -0.83811 1.97620 -0.24220
H -0.53476 1.04512 1.23482
*
```

## Properties
- ΔE to the lowest compared entry with this formula, charge and spin (kcal per mole) = 80.1
- HOMO (eV) = -8.249

Results of the Löwdin charge analysis, in e, for atoms 1 through 8: C -0.1181; C -0.2494; C -0.0830; C -0.1138; C -0.1933; O -0.1530; H 0.0777; H 0.0762

---

Number 1: total energy -2479.027748 a.u., gap between HOMO and LUMO 5.13 eV, lowest unoccupied orbital energy -5.32 eV. Number 2: total energy -271.624901 a.u., gap between HOMO and LUMO 9.30 eV, lowest unoccupied orbital energy 1.05 eV.